1.
Density functional theory data (ωB97M-V/def2-TZVPD) for an isolated ion of composition C4H11N6 and charge +1 in a non-equilibrium geometry.

HOMO level ... -0.466 Eh
ΔE to the lowest compared entry with this formula, charge and spin ... 32.13 kcal per mole
E ... -13259.0855 eV
Charge ... +1
Structure (SMILES) ... NC1=CC(=[NH2+])N[C@H](N)N1N

Positions of all 21 atoms, in Å:
N  0.91277  2.31156  0.77357
C  0.33916  1.39703  0.05455
C  -0.60835  1.31334  -0.87962
C  -1.01464  0.10755  -1.45831
N  -1.91335  0.07220  -2.47736
N  -0.46839  -1.02947  -1.01383
C  0.45845  -1.21089  0.11990
N  -0.25227  -1.62575  1.34711
N  1.27002  -0.06905  0.26980
N  2.02482  0.06341  1.39905
H  0.68703  3.30154  0.91326
H  1.60561  1.96358  1.34425
H  -1.21522  2.15405  -1.01279
H  -2.61890  0.81946  -2.82707
H  -2.13171  -0.76378  -3.07268
H  -0.85811  -1.91532  -1.42465
H  1.13185  -2.03411  -0.08582
H  -0.77222  -0.90297  1.92571
H  -0.78249  -2.41870  1.04334
H  1.60389  -0.37640  2.27491
H  3.07474  -0.20133  1.19465

---

2.
Density functional theory data (ωB97M-V/def2-TZVPD) for CBrCl2NO2 as an isolated structure in a non-equilibrium geometry.

Multiplicity ... 3
HOMO level (spin up / spin down) ... -0.293 / -0.401 Eh
ΔE to the lowest compared entry with this formula, charge and spin ... 22.10 kcal per mole
E ... -101702.8222 eV
⟨S²⟩ ... 2.008

Positions of all 7 atoms, in Å:
C  -1.15663  0.66767  0.09958
N  0.66242  -0.64380  0.07594
O  0.75602  -1.43260  -0.73119
O  1.21664  -0.30278  1.08484
Cl  -1.20705  1.87750  -1.17855
Cl  -1.18293  1.22151  1.62163
Br  -2.37603  -0.76308  -0.26352

---

3.
Density functional theory data (ωB97M-V/def2-TZVPD) for C9H26N4NbO2 as an isolated structure in a non-equilibrium geometry.

HOMO level ... -0.148 Eh
E ... -21354.8640 eV
Charge ... -1

Positions of all 42 atoms, in Å:
C  -0.69456  0.41384  -4.73871
C  0.68158  0.00416  -4.01585
C  0.27559  -0.87265  -2.73198
C  1.54022  -1.24134  -1.79317
Nb  2.30567  0.42387  -0.45797
C  0.24773  1.49247  -0.33301
N  -0.07358  2.25313  -1.58358
C  1.99841  -0.66840  1.49993
C  1.08996  -1.97488  1.50892
C  -0.46922  -1.70693  1.30843
N  -1.21204  -1.95484  0.09945
O  -1.09019  -1.28978  2.31550
H  -0.61280  0.47293  -5.86721
H  -1.42356  -0.44581  -4.52598
H  -1.14607  1.33326  -4.25829
H  1.35111  0.87920  -3.76932
H  1.24847  -0.65341  -4.76126
H  -0.07143  -1.87947  -3.17100
H  -0.61503  -0.46525  -2.16856
H  1.30120  -2.23089  -1.29917
H  2.38582  -1.47264  -2.54127
H  3.03055  1.80734  0.50113
H  2.72739  1.35922  -1.95557
H  4.00636  -0.28837  -0.51002
H  -0.58258  0.79997  0.00731
H  0.39004  2.27023  0.50385
H  0.73511  2.34903  -2.20012
H  -0.85493  1.81498  -2.08738
H  1.50682  0.07640  2.22664
H  3.01191  -0.90678  1.98086
H  1.47965  -2.82997  0.85223
H  1.15976  -2.40289  2.57277
H  -0.68548  -2.47793  -0.60196
H  -1.64666  -1.10848  -0.27144
C  -2.15444  1.21564  5.12431
O  -0.96715  1.39903  5.34480
N  -2.60163  0.36751  4.16578
N  -3.13479  1.85137  5.82699
H  -3.57253  0.20713  3.97415
H  -1.90721  -0.12616  3.61878
H  -2.84252  2.48904  6.54698
H  -4.11494  1.71713  5.66401

---

4.
Density functional theory data (ωB97M-V/def2-TZVPD) for a 2-piece molecular cluster, C3H10NO2 overall.

HOMO level ... -0.125 Eh
ΔE to the lowest compared entry with this formula, charge and spin ... 5.78 kcal per mole
E ... -8858.5432 eV
Charge ... -1

Positions of all 16 atoms, in Å:
N  -0.29887  2.45442  0.00515
C  -0.04455  1.74154  -1.23843
O  0.99582  0.80888  -1.17252
H  -0.23407  1.76355  0.75613
H  0.43641  3.12850  0.16921
H  -0.98068  1.24122  -1.51979
H  0.20603  2.47786  -2.01372
C  -0.32541  -1.17186  1.11199
O  0.58849  -0.17486  1.13680
C  0.06675  -2.34429  0.19335
H  -0.50396  -1.60421  2.12530
H  -1.33425  -0.83892  0.77529
H  0.92287  0.41895  -0.21648
H  0.94360  -2.87088  0.59167
H  -0.75878  -3.06268  0.09986
H  0.32057  -1.96723  -0.80381

---

5.
Density functional theory data (ωB97M-V/def2-TZVPD) for a single C19H20N2O6S molecule in a non-equilibrium geometry.

HOMO level ... -0.293 Eh
ΔE to the lowest compared entry with this formula, charge and spin ... 40.85 kcal per mole
E ... -46126.9123 eV
Structure (SMILES) ... Cc1ccc(C(=O)Nc2ccc3c(c2)OCO3)cc1S(=O)(=O)N1CCOCC1

Positions of all 48 atoms, in Å:
C  2.32658  2.24382  -1.13351
C  0.84735  2.06088  -1.12461
C  0.00865  2.79172  -1.96109
C  -1.35501  2.55518  -1.99667
C  -1.92623  1.59222  -1.17278
C  -3.37989  1.26183  -1.30773
O  -4.24865  2.10492  -1.38358
N  -3.67456  -0.06794  -1.35425
C  -2.75813  -1.13671  -1.29573
C  -2.93905  -2.15396  -0.36994
C  -1.97571  -3.14237  -0.17900
C  -0.82957  -3.05796  -0.92968
C  -0.67379  -2.06935  -1.90726
C  -1.63238  -1.11708  -2.13262
O  0.52673  -2.23130  -2.53079
C  1.19625  -3.24317  -1.80195
O  0.27913  -3.85157  -0.91479
C  -1.11186  0.92244  -0.26542
C  0.24914  1.14051  -0.27045
S  1.22523  0.04981  0.75820
O  0.33417  -0.76259  1.54117
O  2.19788  -0.64051  -0.04026
N  2.07453  1.12747  1.74448
C  1.19319  1.83253  2.66187
C  1.21744  1.18492  4.04281
O  2.50979  1.23385  4.62064
C  3.56190  1.22158  3.67671
C  3.19637  0.46497  2.40674
H  2.63441  2.88117  -1.95829
H  2.65439  2.68764  -0.19495
H  2.81018  1.27303  -1.21720
H  0.43693  3.53439  -2.61786
H  -1.98868  3.09934  -2.68091
H  -4.66133  -0.28882  -1.30659
H  -3.82862  -2.15998  0.24111
H  -2.10701  -3.91869  0.55471
H  -1.50825  -0.36428  -2.89199
H  2.01864  -2.78462  -1.22767
H  1.58856  -3.99698  -2.49749
H  -1.50647  0.20667  0.43817
H  0.18324  1.80311  2.25036
H  1.51636  2.87742  2.72816
H  0.55261  1.71025  4.73291
H  0.88072  0.14312  3.94619
H  3.84260  2.25286  3.41553
H  4.41152  0.74336  4.17049
H  2.93434  -0.57086  2.65530
H  4.03451  0.45039  1.70742

---

6.
Density functional theory data (ωB97M-V/def2-TZVPD) for a single C3H8N4 molecule in a non-equilibrium geometry.

HOMO level (spin up / spin down) ... -0.275 / -0.275 Eh
ΔE to the lowest compared entry with this formula, charge and spin ... 117.23 kcal per mole
E ... -9196.5498 eV

Positions of all 15 atoms, in Å:
C  0.39173  -1.51927  -0.31585
C  -0.03723  0.01207  -0.00190
C  -0.87612  0.14474  1.29606
N  1.79872  -1.57924  -0.45303
N  2.49134  -0.62977  -0.34994
N  1.14560  0.78571  -0.08644
N  1.26020  1.58400  -1.22815
H  0.23781  -2.39136  0.40113
H  0.10325  -1.91751  -1.25117
H  -0.55816  0.32240  -0.96949
H  -0.26048  0.55204  2.19472
H  -1.38336  -0.92628  1.52090
H  -1.58863  0.93912  0.98844
H  0.86433  1.12036  -1.97496
H  2.16448  1.99903  -1.29130